No. 1
C7H14 | wB97M-V/def2-TZVPD

The geometry in XYZ format:
```
21
Properties=species:S:1:pos:R:3:forces:R:3:lowdin_charge:R:1
C 1.712 0.807 -1.014 0.1020 0.0705 0.1730 -0.021
C 1.786 0.053 0.074 0.2362 0.1970 -0.1266 -0.239
C 0.995 0.229 1.352 0.0241 -0.0296 0.0074 -0.216
C -0.453 0.736 1.237 -0.0068 0.1145 -0.0270 -0.210
C -1.500 -0.268 0.725 -0.0114 -0.0225 0.0410 -0.218
C -1.525 -0.578 -0.757 -0.1597 0.2216 -0.2125 -0.240
C -1.222 0.262 -1.740 -0.2197 -0.0550 0.1113 -0.018
H 2.302 0.595 -1.902 0.0290 0.0561 0.1980 0.062
H 1.051 1.664 -1.067 0.0444 -0.0795 -0.0324 0.046
H 2.521 -0.752 0.075 -0.1381 0.0282 0.0428 0.086
H 0.835 -2.119 -0.207 -0.0688 -0.2392 -0.0170 0.076
H 0.992 -0.722 1.901 -0.0269 0.1177 -0.1107 0.102
H 1.556 0.928 1.990 -0.1121 -0.1037 -0.0609 0.111
H -0.764 1.028 2.248 0.0312 0.0041 -0.1489 0.106
H -0.487 1.657 0.643 0.0107 -0.1113 0.0535 0.099
H -1.389 -1.206 1.285 0.0181 0.1186 -0.1078 0.103
H -2.497 0.111 0.992 0.1287 -0.0545 0.0115 0.111
H 0.144 -2.097 -0.478 0.1518 -0.2030 0.0236 0.065
H -1.878 -1.576 -1.024 0.1108 0.1444 0.0550 0.090
H -1.250 -0.042 -2.782 -0.1195 0.0088 0.1431 0.061
H -0.929 1.290 -1.550 -0.0240 -0.1833 -0.0162 0.046
```
Positions in Å, forces in eV/Å.

Properties
Total charge ... 0
Lowest unoccupied orbital energy ... 1.231 eV
Spin multiplicity ... 1

---

No. 2
C3H5O3PS | wB97M-V/def2-TZVPD

The geometry in XYZ format:
```
13
Properties=species:S:1:pos:R:3:forces:R:3:lowdin_charge:R:1
C -2.364 1.299 0.217 -0.8866 -1.3348 -0.5800 -0.681
C -0.362 -0.318 0.132 -1.9668 -1.3030 -0.8282 -0.220
C -0.904 1.065 -0.123 -0.9417 -1.1809 -0.7897 -0.465
O 1.787 -2.101 -0.354 0.3103 -0.4205 0.5210 -0.389
O 2.916 -0.373 1.253 -0.6634 -0.3919 0.1713 -0.398
O 2.009 0.331 -1.009 0.3151 0.9461 -0.9367 -0.370
P 2.109 -0.701 0.035 2.9594 -0.6311 -1.0553 0.103
S -3.261 -0.118 -0.127 -0.3827 0.9435 0.2649 0.198
H 0.615 -0.395 0.550 -0.2546 0.8933 1.6095 -0.042
H -0.289 -1.039 -0.738 -0.6668 1.0282 1.2097 0.096
H -1.009 -0.664 0.935 0.1742 -0.9593 -0.0123 0.042
H -0.399 1.780 0.418 1.7577 1.7388 0.8415 0.041
H -0.848 1.232 -1.188 0.2460 0.6714 -0.4157 0.086
```
Positions in Å, forces in eV/Å.

Properties
Total charge ... -2
Lowest unoccupied orbital energy ... 5.920 eV
Spin multiplicity ... 1

---

No. 3
C5H4IN2 | wB97M-V/def2-TZVPD

The geometry in XYZ format:
```
12
Properties=species:S:1:pos:R:3:forces:R:3:lowdin_charge:R:1
C -2.912 1.657 0.114 0.1141 -0.2616 -0.7935 0.275
C -1.727 1.360 0.102 1.5198 -0.1214 0.6025 -0.062
C 0.989 -1.566 0.064 -0.4309 -2.1570 0.1354 -0.295
C -0.418 1.244 0.100 0.8557 -0.9826 -0.7882 0.083
C 1.553 -0.289 -0.148 1.7422 0.1252 0.4729 -0.666
N -0.264 -1.639 -0.018 -1.5824 2.2000 0.0192 0.158
N 0.812 0.882 -0.153 0.6110 2.7126 -0.5320 0.024
I 3.647 -0.098 0.036 -1.1112 0.0918 -0.2643 1.021
H -3.911 1.665 -0.215 -0.9265 0.2247 0.3595 0.071
H 1.548 -2.504 0.264 0.5529 1.0525 -0.0022 0.128
H -0.791 -2.428 0.278 0.1729 -1.2733 -0.0357 0.076
H 1.473 1.715 -0.425 -1.5176 -1.6110 0.8262 0.187
```
Positions in Å, forces in eV/Å.

Properties
Total charge ... +1
Lowest unoccupied orbital energy (alpha / beta) ... -6.752 / -6.008 eV
Spin multiplicity ... 1

---

The following energy values (in eV) correspond, in order, to the records above: -7483.5057; -29457.4706; -16316.6931.
The following molar mass values (in g/mol) correspond, in order, to the records above: 98.19; 152.11; 219.01.